Entry 1:
The following is a quantum chemistry calculation of a cluster of 9 separate species, C4H26N2O10 in total, from OMol25.

Output
Electronic energy in eV: -28022.874
SMILES: CNC(=O)CNCO.O.O.O.O.O.O.O.O
HOMO level in eV: -9.25
Energy above the lowest of the compared OMol25 structures with the same formula, charge and spin in kcal per mole: 121.8

```
! RIJCOSX wB97M-V def2-TZVPD def2/J DEFGRID3
* xyz 0 1
O 2.79517 -2.18922 -1.14767
C 2.83011 -0.99998 -0.77758
N 3.11483 0.00761 -1.65631
C 3.32754 1.47189 -1.14837
C 2.55033 -0.54074 0.67117
N 1.20200 -0.10738 0.97869
C 0.13180 -1.21566 0.95329
O -1.11718 -0.83769 0.55701
H 2.99492 -0.12434 -2.68224
H 3.52052 2.01129 -2.02731
H 2.43186 1.78348 -0.63512
H 3.95663 1.58019 -0.16422
H 3.38438 -0.03151 1.20301
H 2.81115 -1.32657 1.38546
H 0.72433 0.48609 0.32664
H 0.34161 -1.95078 0.14347
H 0.16759 -1.67878 1.96200
H -1.42938 0.13020 0.75315
H -0.36337 0.93255 -2.31754
H -1.18874 0.37524 -1.23895
O -0.86070 1.20369 -1.60776
H -1.95942 -0.16492 4.01725
H -2.34463 1.35216 4.12123
O -2.57068 0.46765 4.44997
H 0.33748 2.33876 -0.50018
H 0.68396 2.97762 0.89972
O 0.35160 3.12391 0.07819
H -2.93664 2.35892 0.75642
H -3.27114 1.25444 1.98862
O -2.60025 1.63454 1.34421
H -0.67993 -4.23567 0.57875
H 0.51393 -4.12361 -0.41245
O 0.23570 -3.84026 0.41936
H -0.38919 -1.22976 -3.60900
H 1.11543 -0.95473 -3.29094
O 0.34179 -0.62458 -3.74797
H -2.37312 2.37213 -0.89322
H -2.02064 3.73104 -0.38228
O -2.80670 3.20813 -0.75313
H -3.76985 -2.40035 1.51600
H -2.90375 -1.30612 0.96692
O -3.84507 -1.61513 0.91868
*
```

Entry 2:
The following is a quantum chemistry calculation of a structure of composition C4H26NO11, from OMol25.

Output
Electronic energy in eV: -28584.191
HOMO level in eV: -5.76
Energy above the lowest of the compared OMol25 structures with the same formula, charge and spin in kcal per mole: 61.6

```
! RIJCOSX wB97M-V def2-TZVPD def2/J DEFGRID3
* xyz -1 1
C 0.49776 0.73462 -0.00650
C -0.57769 0.85265 -1.09639
C -0.60071 -0.20883 -2.14813
O -1.61862 -0.31102 -2.81258
N 0.16106 1.44522 1.20021
C 1.10879 1.08270 2.32756
O 2.32644 0.77512 1.79191
H 1.46940 0.86339 -0.49526
H 0.67027 -0.32453 0.23041
H -0.53870 1.84618 -1.56458
H -1.51018 0.86579 -0.52676
H 0.24161 -0.89938 -2.20926
H 0.05795 2.43010 0.98846
H 1.26844 1.91007 3.03881
H 0.56327 0.28895 2.84952
H -1.83749 0.67193 1.56992
H -3.10215 0.94195 0.91914
O -2.70895 0.23388 1.45212
H 0.77578 -2.71797 0.19317
H 1.66016 -2.54195 1.61120
O 1.10763 -3.08618 1.00942
H 3.65377 2.59825 -0.07504
H 4.09698 1.34744 -0.71477
O 4.25836 2.29808 -0.76652
H -2.42944 -1.73392 0.77340
H -1.51378 -2.79344 1.29965
O -2.33329 -2.70423 0.78578
H 2.80899 -1.76362 0.11274
H 3.27332 -0.44387 0.39888
O 3.03676 -0.96266 -0.38219
H 3.43759 -1.67088 3.10566
H 2.67949 -0.28664 2.15231
O 2.85086 -1.49153 2.37018
H -2.55100 3.55828 -0.25163
H -3.51351 2.90118 -1.35380
O -3.44021 3.26868 -0.45222
H -4.09703 1.11408 -2.26944
H -2.65008 1.16919 -2.86549
O -3.44594 1.69961 -2.66182
H -1.19968 -3.01378 -0.56741
H -0.74673 -3.47848 -2.04596
O -0.54392 -2.97853 -1.26755
*
```